This record from the OMol25 dataset describes a structure of composition C23H41ClP2Ti at a distorted geometry. The level of theory is ωB97M-V/def2-TZVPD.

The geometry in ORCA input format:
```
! wB97M-V def2-TZVPD RIJCOSX def2/J DEFGRID3
* xyz 1 2
Ti -0.39894 0.36013 0.72351
C -1.00205 -1.41671 2.36208
C 0.31255 -1.70994 1.84714
C 0.50150 0.07538 3.33340
C -0.87899 -0.27381 3.24569
C 1.23886 -0.83271 2.52363
C -2.19561 -2.30742 2.34505
H -2.10488 -3.09519 1.59153
H -3.10771 -1.73003 2.15009
H -2.34969 -2.80793 3.32281
C -1.97902 0.30630 4.06549
H -2.92834 0.28451 3.51402
H -1.75452 1.34388 4.34454
H -2.11611 -0.27234 4.99189
C 1.09848 1.12492 4.20521
H 1.32424 0.70374 5.19598
H 0.39515 1.95771 4.34297
H 2.03664 1.52958 3.79493
C 2.71205 -1.05173 2.62261
H 2.96014 -1.50670 3.60026
H 3.27318 -0.10057 2.56565
H 3.07750 -1.73133 1.83604
C 0.72226 -2.88019 1.01804
H 1.35226 -3.58371 1.60415
H 1.32500 -2.56531 0.14673
H -0.15671 -3.43362 0.64759
C -1.34785 1.60372 -2.06118
C -1.82238 0.27561 -2.44868
C -1.27795 -0.32634 -3.79991
C 0.26409 -0.38122 -4.05681
C 1.08748 -0.23173 -2.88403
C 1.50175 1.03088 -2.39765
C 0.95761 2.43648 -2.81204
C -0.58911 2.46965 -2.99898
H -1.70226 0.30997 -4.57146
H 0.56245 0.30415 -4.87174
H -1.68539 -1.33228 -3.98518
H -0.84166 2.37354 -4.06251
H -1.82951 2.15339 -1.23218
H -2.89339 0.08657 -2.62545
H -0.90098 3.49001 -2.72349
H 1.17872 3.23313 -2.06769
H 2.59442 1.14949 -2.32993
H 1.42157 2.82779 -3.75022
H 0.49569 -1.38692 -4.43377
H 1.64578 -1.11585 -2.54424
P -2.15593 -0.52738 -0.74837
C -3.61841 0.53632 -0.19422
C -2.23034 -2.27130 -1.21273
P 2.33929 0.64928 0.38751
C 0.92214 0.48247 -0.78021
C 3.50088 -0.50295 -0.49328
C 2.57253 2.39387 0.05246
H -3.35823 1.29218 0.56622
H -4.45116 -0.05743 0.20643
H -3.94667 1.05142 -1.10821
H -1.58244 -2.29927 -2.07617
H -3.26466 -2.50136 -1.45977
H -1.86830 -2.93723 -0.43072
H 2.17253 2.76922 -0.90346
H 3.64751 2.62892 0.07957
H 2.04841 2.95609 0.84910
H 0.21063 1.35214 -0.77254
H 0.50753 -0.57644 -0.61922
H 4.33635 -0.66728 0.19550
H 3.95021 -0.12828 -1.41781
H 3.10767 -1.50055 -0.73524
Cl -1.01581 2.50060 1.33121
*
```

Values from the calculation:
HOMO-LUMO gap (spin up / spin down) in eV: 5.113 / 5.140
E_HOMO (spin up / spin down) in eV: -8.93 / -8.89



This record from the OMol25 dataset describes a structure of composition C23H41EuN2P3Se at a distorted geometry. The level of theory is ωB97M-V/def2-TZVPD.

The geometry in ORCA input format:
```
! wB97M-V def2-TZVPD RIJCOSX def2/J DEFGRID3
* xyz 3 7
Eu 0.69246 0.71979 0.04800
P 0.85875 2.09691 2.64913
P -1.43545 2.43778 -1.12257
P 2.40913 -1.57975 0.76173
H 0.34842 -0.37664 -4.83993
C 0.69900 -1.35896 -4.49948
C -0.12142 -2.23818 -3.90023
H -1.17488 -1.99741 -3.69792
C 2.18168 3.37230 2.70703
C -0.56331 3.07292 3.28510
C 1.27423 1.11801 4.14771
C -2.02400 1.90813 -2.78113
C -3.04999 2.81661 -0.33130
C -0.84962 4.13636 -1.50674
C 2.58303 -2.91483 -0.49164
C 2.06381 -2.59380 2.25538
C 4.17104 -1.14371 1.04061
H 1.74543 -1.60711 -4.72148
H 0.23146 -3.22089 -3.56533
H 2.15184 3.90255 3.66786
H 2.02743 4.08331 1.88240
H 3.15962 2.88894 2.57382
H -0.21853 3.81486 4.02038
H -1.29128 2.39653 3.75199
H -1.04565 3.58983 2.44268
H 1.60988 1.77835 4.96044
H 2.07157 0.40289 3.90042
H 0.38396 0.56038 4.46718
H -2.06142 2.76697 -3.46540
H -3.02436 1.46360 -2.69015
H -1.33461 1.15028 -3.18334
H -3.49111 3.72521 -0.76735
H -2.90491 2.96239 0.74877
H -3.72896 1.96576 -0.48107
H -1.59783 4.64314 -2.13397
H 0.11557 4.07738 -2.03091
H -0.70796 4.69837 -0.57223
H 3.62265 -3.27118 -0.51863
H 2.30607 -2.52095 -1.48097
H 1.91226 -3.75006 -0.24715
H 2.92109 -3.23894 2.49809
H 1.17798 -3.21653 2.06835
H 1.84936 -1.93357 3.10786
H 4.78857 -2.05108 0.98998
H 4.28960 -0.66292 2.02167
H 4.48679 -0.43324 0.26254
C 3.80654 2.10024 -2.98896
C 3.52874 1.65607 -4.29063
C 4.40218 1.95876 -5.34562
C 5.57490 2.68665 -5.09855
C 5.89919 3.06161 -3.78587
C 5.03143 2.74851 -2.73524
Se 2.46456 2.03465 -1.56432
H 1.99702 0.53247 -1.77600
H 2.61455 1.09578 -4.48277
H 4.16476 1.63545 -6.35856
H 6.23533 2.95414 -5.92278
H 6.82479 3.60419 -3.58721
H 5.28201 3.03730 -1.71473
N -5.23179 -3.97016 2.44951
C -4.37095 -3.29846 2.02625
C -3.31096 -2.46767 1.51023
C -3.23233 -1.12013 1.87379
C -2.17751 -0.35632 1.38246
N -1.24517 -0.86421 0.54709
C -1.33993 -2.15934 0.17058
C -2.34567 -2.99689 0.64636
H -3.97614 -0.66206 2.52860
H -2.08197 0.70330 1.66041
H -0.58604 -2.53388 -0.53246
H -2.36816 -4.04333 0.33866
*
```

Values from the calculation:
HOMO-LUMO gap (spin up / spin down) in eV: 6.077 / 3.949
Energy above the lowest of the compared OMol25 structures with the same formula, charge and spin in eV: 2.562
E_HOMO (spin up / spin down) in eV: -15.01 / -17.10



This record from the OMol25 dataset describes a cluster of 5 separate species, C23H41F3N3O12 in total at a distorted geometry. The level of theory is ωB97M-V/def2-TZVPD.

The geometry in ORCA input format:
```
! wB97M-V def2-TZVPD RIJCOSX def2/J DEFGRID3
* xyz -1 1
N -0.90069 -4.10665 5.43147
N -0.41535 -4.54020 4.21493
C 1.04847 -4.26478 4.00274
C 1.47290 -4.92360 2.56155
C 3.08142 -5.15665 2.34925
O 3.80731 -3.93566 1.87019
C 4.51721 -3.27925 2.97900
C 6.15254 -3.26775 2.84642
F 6.66959 -2.75615 1.55378
F 6.79106 -4.59055 3.19165
F 6.64852 -2.32173 3.91507
N 1.45802 -2.81267 4.00232
C 0.59888 -2.01641 3.28765
O -0.46429 -1.24673 2.92193
C 1.84311 -4.97133 5.29308
O 2.47725 -4.21290 6.21909
O 1.81494 -6.45364 5.31209
H -0.39255 -3.28266 5.81744
H -0.89450 -4.87050 6.16584
H -1.01789 -4.28202 3.40535
H 0.82668 -5.92063 2.44802
H 1.11337 -4.22598 1.66308
H 3.62697 -5.67529 3.26324
H 3.18675 -5.93388 1.44920
H 4.17479 -2.13567 2.97364
H 4.23274 -3.70994 4.03636
O 3.64696 -6.22951 -0.44899
C 3.24044 -5.26510 -1.09501
O 2.02687 -5.30532 -1.69013
C 1.38254 -4.17432 -2.30474
C 1.84790 -3.99943 -3.73616
C 4.11643 -4.06724 -1.31073
H 1.51550 -3.26989 -1.70294
H 0.30884 -4.39102 -2.30084
H 2.92059 -3.79454 -3.78905
H 1.31410 -3.17478 -4.21746
H 1.67286 -4.91546 -4.30979
H 4.78907 -4.25951 -2.15097
H 4.70879 -3.90435 -0.40431
H 3.56670 -3.14421 -1.48324
O -0.33895 -2.06331 -0.63313
C -0.79234 -0.92011 -0.64821
O -0.77158 -0.19299 -1.78812
C -1.43905 1.07057 -1.96122
C -0.57425 2.21105 -1.46370
C -1.29099 -0.28032 0.61305
H -2.43110 1.05885 -1.49911
H -1.60286 1.18820 -3.03785
H -0.37271 2.12640 -0.39241
H -1.06034 3.17330 -1.64922
H 0.39695 2.20319 -1.96917
H -0.44402 0.13629 1.16486
H -1.77556 -1.04989 1.22294
H -2.03948 0.49233 0.44952
O -1.66439 3.14036 1.46682
C -2.11778 4.28355 1.45174
O -2.09702 5.01068 0.31183
C -2.76449 6.27424 0.13873
C -1.89969 7.41472 0.63625
C -2.61643 4.92335 2.71300
H -3.75654 6.26251 0.60084
H -2.92830 6.39187 -0.93791
H -1.69815 7.33006 1.70753
H -2.38578 8.37697 0.45072
H -0.92849 7.40686 0.13077
H -1.76946 5.33996 3.26481
H -3.10100 4.15377 3.32288
H -3.36492 5.69599 2.54947
O -3.70305 7.43904 -3.11311
C -3.84192 6.50027 -3.89548
O -3.26744 5.30423 -3.63472
C -3.51983 4.09893 -4.38011
C -2.63057 4.02486 -5.60480
C -4.57089 6.68917 -5.19228
H -4.58263 4.00044 -4.62215
H -3.27850 3.26594 -3.71100
H -2.82793 4.84822 -6.29658
H -2.78442 3.08157 -6.13693
H -1.57676 4.09987 -5.31729
H -3.88672 7.11457 -5.93145
H -5.39947 7.38520 -5.02494
H -5.01599 5.77719 -5.58487
*
```

Values from the calculation:
HOMO-LUMO gap in eV: 6.165
E_HOMO in eV: -4.73